Run one
Molecular formula: C28H31N3O5S
Method: DFT, ωB97M-V/def2-TZVPD

Last column: natural (NBO) charge in e.
Geometry (Å):
C1 -5.4036 -1.2740 -5.2408  -0.3933
N1 -4.6955 -0.9166 -4.0273  -0.4976
C2 -5.4300 -1.2418 -2.8242  -0.3917
C3 -3.3047 -0.7131 -3.9907  0.1662
C4 -2.7896 0.6087 -3.9131  -0.2456
C5 -1.4218 0.8292 -3.8601  -0.1103
C6 -0.5208 -0.2477 -3.8821  -0.1356
C7 0.9652 0.0397 -3.9028  0.4891
C8 1.8631 -0.9396 -3.3546  -0.8228
S1 3.5295 -0.6451 -3.5577  0.9264
C9 4.2910 -1.7470 -2.3528  -0.7741
C10 3.9634 -1.5894 -5.0698  -0.7661
O1 1.4059 1.0781 -4.4309  -0.6722
C11 -1.0189 -1.5573 -4.0134  -0.1890
C12 -2.3943 -1.7966 -4.0434  -0.2473
H1 -4.7830 -1.0513 -6.1149  0.2114
H2 -5.6884 -2.3388 -5.2426  0.1649
H3 -6.3295 -0.6846 -5.2949  0.1852
H4 -4.8175 -1.0056 -1.9480  0.2084
H5 -6.3497 -0.6436 -2.8012  0.1841
H6 -5.7145 -2.3064 -2.8087  0.1652
H7 -3.4911 1.4455 -3.9265  0.2160
H8 -1.0518 1.8520 -3.7736  0.2302
H9 1.5578 -1.7584 -2.7193  0.2248
H10 5.3629 -1.5169 -2.3970  0.2291
H11 3.8661 -1.4981 -1.3719  0.2900
H12 4.0799 -2.7803 -2.6473  0.2226
H13 5.0469 -1.4914 -5.2249  0.2176
H14 3.6735 -2.6362 -4.9082  0.2230
H15 3.4143 -1.1338 -5.9024  0.2537
H16 -0.2858 -2.3655 -4.0814  0.2158
H17 -2.7845 -2.8150 -4.1374  0.2112
C13 -2.6979 4.6231 5.1229  -0.2102
C14 -1.9607 5.6218 4.4699  -0.2101
C15 -1.4954 5.4115 3.1634  -0.1981
C16 -1.6928 4.1813 2.5143  -0.0581
C17 -1.1440 3.8979 1.1461  -0.0847
O2 -0.2304 2.7446 1.2284  -0.4911
C18 0.1301 2.2127 0.0516  0.8350
N2 0.9999 1.0063 0.0277  -0.1083
N3 1.1072 0.3111 1.0440  -0.1858
C19 2.2149 -0.6320 1.1633  0.8639
O3 2.9160 -1.0705 0.2727  -0.5887
O4 2.2811 -0.9569 2.4754  -0.4739
C20 3.1866 -2.0739 2.7875  -0.0889
C21 3.1882 -2.2360 4.2751  -0.0596
C22 4.3806 -2.2121 5.0113  -0.2012
C23 4.3763 -2.4523 6.3905  -0.2072
C24 3.1757 -2.7412 7.0527  -0.2104
C25 1.9816 -2.7439 6.3148  -0.1916
C26 1.9868 -2.4904 4.9377  -0.1992
O5 -0.1373 2.6283 -1.0594  -0.5317
C27 -2.4929 3.2228 3.1394  -0.1966
C28 -2.9755 3.4303 4.4382  -0.1956
H18 -3.0738 4.7791 6.1396  0.2195
H19 -1.7601 6.5782 4.9676  0.2190
H20 -0.9626 6.1898 2.6096  0.2138
H21 -1.9592 3.6147 0.4693  0.2112
H22 -0.6125 4.7630 0.7369  0.2059
H23 2.7785 -2.9681 2.2976  0.2039
H24 4.1937 -1.8905 2.4007  0.2071
H25 5.3014 -2.0160 4.4584  0.2126
H26 5.3194 -2.4153 6.9452  0.2189
H27 3.1686 -2.9744 8.1224  0.2207
H28 1.0277 -2.9435 6.8090  0.2162
H29 1.0611 -2.5194 4.3557  0.2207
H30 -2.7460 2.3164 2.5815  0.2173
H31 -3.5789 2.6444 4.9029  0.2158

Output
LUMO level in eV: -1.18
Gap between HOMO and LUMO in Eh: 0.2164

Run two
Molecular formula: C28H31N3O5S
Method: DFT, ωB97M-V/def2-TZVPD

Last column: natural (NBO) charge in e.
Geometry (Å):
C1 -1.0065 5.2630 0.5413  -0.2518
O1 -0.5885 5.1272 -0.7950  -0.4933
C2 0.2838 4.1246 -1.1027  0.2720
C3 0.8291 3.2281 -0.1907  -0.2452
C4 1.6955 2.2371 -0.6174  -0.2411
C5 2.0231 2.1083 -1.9608  0.1092
N1 2.8672 1.0771 -2.3847  -0.8309
S1 2.7193 -0.4370 -1.6735  2.3102
O2 3.3457 -1.3539 -2.5808  -0.9408
O3 3.2498 -0.3863 -0.3432  -0.9405
C6 0.9372 -0.6189 -1.5355  -0.2809
C7 0.4650 -0.7804 -0.2526  -0.2232
C8 -0.8945 -0.6684 0.0312  0.1346
N2 -1.3047 -0.8515 1.3472  -0.5930
C9 -2.5656 -0.7605 1.8772  0.6406
O4 -3.5501 -0.4520 1.2325  -0.6015
C10 -2.6526 -1.0548 3.3207  -0.2764
C11 -1.7786 -1.7723 4.0360  -0.1561
C12 -1.8857 -2.0962 5.4466  -0.0738
C13 -3.0749 -1.9828 6.1633  -0.1686
C14 -3.1395 -2.3111 7.5031  -0.2473
C15 -2.0040 -2.7632 8.1521  -0.1626
C16 -0.8075 -2.8896 7.4671  -0.3116
C17 -0.7332 -2.5632 6.1191  0.3200
O5 0.4045 -2.6455 5.3758  -0.5035
C18 1.5879 -3.1026 5.9861  -0.2511
C19 -1.7598 -0.3502 -1.0136  -0.2067
C20 -1.2784 -0.2038 -2.2984  -0.2312
C21 0.0786 -0.3523 -2.6062  0.1691
N3 0.5926 -0.2096 -3.8971  -0.4770
C22 -0.1995 0.5507 -4.8476  -0.2190
C23 0.6809 0.9631 -6.0265  -0.3965
C24 1.2692 -0.2680 -6.7063  -0.3990
C25 2.0223 -1.0999 -5.6741  -0.4008
C26 1.1088 -1.4333 -4.5007  -0.2224
C27 1.4973 3.0237 -2.8689  -0.2335
C28 0.6442 4.0197 -2.4458  -0.2310
H1 -1.5199 4.3631 0.8953  0.1775
H2 -1.7026 6.1004 0.5478  0.2002
H3 -0.1656 5.4879 1.2055  0.1741
H4 0.5907 3.2891 0.8590  0.2141
H5 2.1298 1.5550 0.0940  0.2391
H6 2.9373 0.9896 -3.3876  0.4171
H7 1.1869 -0.9649 0.5285  0.2392
H8 -0.5543 -1.0596 1.9908  0.3997
H9 -3.5605 -0.6764 3.7676  0.2180
H10 -0.8852 -2.1722 3.5738  0.2086
H11 -3.9646 -1.6503 5.6526  0.2123
H12 -4.0717 -2.2202 8.0388  0.2171
H13 -2.0436 -3.0246 9.1989  0.2147
H14 0.0626 -3.2463 7.9950  0.2213
H15 1.4788 -4.1254 6.3597  0.1795
H16 2.3459 -3.0843 5.2044  0.2049
H17 1.8974 -2.4447 6.8039  0.1796
H18 -2.8107 -0.2275 -0.8097  0.2623
H19 -1.9802 0.0253 -3.0839  0.2226
H20 -0.5827 1.4406 -4.3427  0.2176
H21 -1.0500 -0.0365 -5.2322  0.1697
H22 1.4931 1.5961 -5.6661  0.1903
H23 0.0849 1.5445 -6.7322  0.2126
H24 1.9361 0.0301 -7.5170  0.2105
H25 0.4626 -0.8662 -7.1373  0.1956
H26 2.8883 -0.5511 -5.3013  0.1991
H27 2.3822 -2.0284 -6.1185  0.2158
H28 1.6667 -1.9918 -3.7516  0.2424
H29 0.2694 -2.0556 -4.8557  0.1642
H30 1.7670 2.9580 -3.9120  0.2104
H31 0.2336 4.7308 -3.1451  0.2244

Output
LUMO level in eV: -0.08
Gap between HOMO and LUMO in Eh: 0.2872
SMILES: COc1ccc(NS(=O)(=O)c2cc(NC(=O)/C=C/c3ccccc3OC)ccc2N2CCCCC2)cc1

Relative stability in kJ/mol, measured from the most stable structure: run one 377.1; run two 0.0

Run one
Molecular formula: C4H36BO26
Method: DFT, ωB97M-V/def2-TZVPD

Last column: natural (NBO) charge in e.
Geometry (Å):
O1 -5.6472 -15.3615 -10.9754  -0.5725
C1 -4.6881 -15.5664 -10.2445  0.6990
O2 -4.0258 -14.6996 -9.4751  -0.6454
B1 -2.9100 -15.4076 -8.8856  1.1814
O3 -3.1106 -16.8536 -9.1050  -0.6307
C2 -4.1340 -16.9839 -9.9478  0.7023
O4 -4.4773 -18.0416 -10.4947  -0.6163
O5 -2.6576 -15.0992 -7.4643  -0.6525
C3 -1.4282 -14.6757 -7.2850  0.7231
O6 -0.7764 -14.5333 -6.2424  -0.5829
C4 -0.7932 -14.7573 -8.6679  0.6837
O7 -1.6854 -15.0725 -9.5523  -0.6219
O8 0.4295 -14.4636 -8.8672  -0.6285
O9 -3.9661 -11.7921 -10.4929  -0.9583
H1 -3.6009 -12.4370 -9.8849  0.4625
H2 -4.7388 -12.2248 -10.8660  0.4853
O10 -6.2726 -19.1062 -8.7819  -0.9354
H3 -6.1068 -18.4897 -8.0645  0.4626
H4 -5.9246 -18.6629 -9.5670  0.4999
O11 -6.4168 -12.6667 -11.9597  -0.9552
H5 -6.8566 -13.4569 -11.6392  0.4798
H6 -5.8713 -12.9749 -12.6884  0.4861
O12 -2.8329 -16.9520 -4.7598  -0.9424
H7 -3.4732 -16.7642 -4.0705  0.4718
H8 -3.3081 -16.8035 -5.5804  0.4831
O13 -0.0557 -17.3449 -4.4957  -0.9600
H9 -0.9782 -17.0830 -4.5890  0.4954
H10 0.3862 -16.5546 -4.1806  0.4480
O14 -0.0337 -12.0772 -10.6505  -0.9338
H11 -0.2288 -12.8195 -10.0725  0.4705
H12 0.8353 -11.7805 -10.3741  0.4596
O15 -6.6625 -13.8271 -7.3262  -0.9447
H13 -5.8884 -13.6460 -7.8665  0.4855
H14 -6.3050 -14.1593 -6.5007  0.4600
O16 -4.2431 -20.3712 -7.6232  -0.9843
H15 -4.7227 -20.6823 -6.8533  0.4649
H16 -4.9111 -19.9174 -8.1605  0.4899
O17 0.7139 -14.3341 -4.0090  -0.9821
H17 0.2901 -14.3229 -4.8784  0.5131
H18 1.4264 -14.9695 -4.0986  0.4738
O18 -0.5059 -11.9101 -3.9131  -0.9742
H19 0.0625 -12.6820 -4.0280  0.4911
H20 -1.2704 -12.2415 -3.4393  0.4690
O19 2.1324 -15.1567 -11.4088  -0.9498
H21 1.6011 -15.0019 -10.6222  0.4889
H22 2.7939 -14.4628 -11.3933  0.4569
O20 -7.9187 -17.3562 -10.7222  -0.9471
H23 -8.5004 -17.0522 -11.4213  0.4632
H24 -7.2389 -16.6794 -10.6619  0.4796
O21 -5.3412 -18.1064 -13.4105  -0.9667
H25 -4.9063 -18.1315 -12.5526  0.4954
H26 -5.0682 -18.9175 -13.8431  0.4752
O22 -3.8221 -12.1388 -7.1437  -0.9541
H27 -3.3254 -12.6026 -6.4656  0.4700
H28 -3.1735 -11.5772 -7.5763  0.4865
O23 -1.6258 -19.2503 -7.0890  -0.9582
H29 -2.5181 -19.4660 -7.3800  0.4909
H30 -1.4037 -18.4468 -7.5628  0.4565
O24 0.1127 -11.5491 -6.7690  -0.9750
H31 0.2857 -11.4036 -5.8354  0.4815
H32 0.7365 -12.2350 -7.0245  0.4848
O25 2.3868 -13.3605 -6.7588  -0.9459
H33 2.6472 -13.5960 -7.6523  0.4812
H34 3.2014 -13.3896 -6.2528  0.4721
O26 -6.0892 -15.3524 -14.0871  -0.9622
H35 -6.9465 -15.3671 -13.6582  0.4583
H36 -5.6631 -16.1675 -13.8010  0.4978

Output
LUMO level in eV: 1.26
Charge: -1
Gap between HOMO and LUMO in Eh: 0.3553

Run two
Molecular formula: C4H36BO26
Method: DFT, ωB97M-V/def2-TZVPD

Last column: natural (NBO) charge in e.
Geometry (Å):
O1 -2.5859 21.9290 17.1734  -0.5688
C1 -2.3931 23.0977 17.0147  0.7095
O2 -2.8152 23.8132 15.9844  -0.6754
B1 -2.4974 25.2456 16.2211  1.2078
O3 -1.6454 25.2370 17.3898  -0.6249
C2 -1.6198 24.0600 17.9502  0.7131
O4 -1.0407 23.7606 18.9690  -0.5939
O5 -3.7873 25.9807 16.4799  -0.6259
C3 -4.0332 26.8948 15.5729  0.7044
O6 -5.0902 27.4776 15.4695  -0.6550
C4 -2.7812 26.9202 14.7054  0.7052
O7 -1.9568 26.0256 15.0935  -0.6178
O8 -2.5705 27.7966 13.8802  -0.6259
O9 -7.0767 29.7933 15.3134  -0.9560
H1 -6.4941 29.3514 15.9463  0.4913
H2 -6.9256 30.7357 15.4507  0.4751
O10 -6.8640 25.0331 15.6411  -0.9432
H3 -7.7951 25.1269 15.4148  0.4616
H4 -6.5358 25.9402 15.7177  0.4777
O11 1.1659 21.5781 20.5867  -0.9715
H5 1.4136 22.1075 19.8216  0.4697
H6 0.5149 20.9401 20.2448  0.4954
O12 0.3858 28.2780 13.1959  -0.9664
H7 1.1518 28.8282 13.0010  0.4742
H8 -0.3785 28.8494 13.0150  0.4991
O13 -1.0232 18.7870 17.6987  -0.9337
H9 -1.6971 19.1627 17.1178  0.4739
H10 -1.5152 18.2826 18.3548  0.4613
O14 -4.2612 28.7412 18.4569  -0.9323
H11 -5.0327 28.1702 18.5523  0.4718
H12 -4.2071 28.9185 17.5110  0.4618
O15 -4.5041 21.9271 19.4670  -0.9369
H13 -4.2075 21.3276 20.1628  0.4673
H14 -4.9504 21.3658 18.8217  0.4723
O16 -4.0770 22.1724 13.9380  -0.9546
H15 -3.7714 21.2646 13.8552  0.4574
H16 -3.5664 22.5364 14.6806  0.4890
O17 0.1637 28.2431 16.1758  -0.9576
H17 0.2289 28.2552 15.2036  0.4909
H18 -0.7552 28.4513 16.3671  0.4553
O18 -1.2001 30.8657 13.5436  -0.9678
H19 -1.1446 31.3466 12.7101  0.4642
H20 -2.0784 30.4404 13.5197  0.5011
O19 -1.1916 22.9233 22.3096  -0.9683
H21 -0.5311 22.2526 22.5188  0.4803
H22 -1.6898 22.5424 21.5729  0.4851
O20 -0.8566 25.6681 12.2942  -0.9601
H23 0.0345 25.4133 12.5585  0.4736
H24 -1.0769 26.4128 12.8717  0.4880
O21 -1.3356 21.1292 19.7527  -1.0122
H25 -1.0799 22.0450 19.4960  0.5028
H26 -2.1076 20.9425 19.2075  0.4879
O22 -2.4130 28.5920 10.9032  -0.9352
H27 -2.3608 29.3289 11.5238  0.4666
H28 -3.2087 28.1161 11.1624  0.4694
O23 0.1288 25.4422 21.4771  -0.9603
H29 -0.1480 25.1396 22.3461  0.4708
H30 -0.1927 24.7548 20.8808  0.4881
O24 -6.2561 28.3142 12.9539  -0.9816
H31 -6.7122 28.9304 13.5486  0.4887
H32 -5.6492 27.8450 13.5504  0.4792
O25 -1.2310 22.9747 13.2113  -0.9627
H33 -1.4189 23.9082 13.3852  0.4877
H34 -1.4669 22.8595 12.2866  0.4684
O26 -3.9268 30.0581 13.0523  -0.9900
H35 -4.8554 30.3118 13.0663  0.4920
H36 -3.9400 29.0888 13.0210  0.4987

Output
LUMO level in eV: 1.78
Charge: -1
Gap between HOMO and LUMO in Eh: 0.3649

Relative stability in kJ/mol, measured from the most stable structure: run one 47.7; run two 0.0

Run one
Molecular formula: Br2H2Si
Method: DFT, ωB97M-V/def2-TZVPD

Last column: natural (NBO) charge in e.
Geometry (Å):
Si1 0.6481 -0.2341 -0.4438  0.7443
Br1 2.3853 0.5187 0.5424  -0.2814
Br2 -2.9953 0.0874 0.2724  -0.1483
H1 0.1560 -1.2367 0.4320  -0.1599
H2 -0.1942 0.8646 -0.8031  -0.1547

Output
LUMO level (spin up / spin down) in eV: -1.63 / -3.62
Gap between HOMO and LUMO (spin up / spin down) in Eh: 0.3381 / 0.1719

Run two
Molecular formula: Br2H2Si
Method: DFT, ωB97M-V/def2-TZVPD

Last column: natural (NBO) charge in e.
Geometry (Å):
Br1 -0.2997 -1.6340 1.5315  -0.2705
Si1 -0.0744 -0.0602 -0.0614  0.8752
Br2 1.8450 0.7292 -0.7445  -0.2766
H1 -0.6710 1.0749 0.5976  -0.1785
H2 -0.7998 -0.1099 -1.3232  -0.1496

Output
LUMO level in eV: 0.11
Gap between HOMO and LUMO in Eh: 0.3957
SMILES: Br[SiH2]Br

Relative stability in kJ/mol, measured from the most stable structure: run one 362.8; run two 0.0